Record 1
Density functional theory data (wB97M-V/def2-TZVPD) for a 3-piece molecular cluster, C38H56F2NO3 overall.

## Properties
Lowest unoccupied orbital energy ... -5.479 eV
Molecular weight ... 612.9 u
F_max ... 0.1702 hartree/bohr
Charge ... +1
HOMO-LUMO gap ... 0.2028 Ha
Electronic energy ... -53357.0039 eV

```
100
Properties=species:S:1:pos:R:3:forces:R:3:lowdin_charge:R:1
C 0.01652 1.07659 -3.21169 0.90 0.88 -0.13 -0.12
C -0.73579 2.44655 -2.65350 -1.06 -0.49 -1.09 -0.23
C -2.14748 2.07640 -1.84913 0.29 0.38 -0.76 -0.17
C -1.96458 1.93533 -0.22657 -1.32 1.58 -0.41 -0.13
N -1.09552 0.73679 0.19672 2.56 -1.46 1.12 0.03
C 0.38637 1.02763 0.36196 1.43 -3.31 1.13 0.00
F 1.01643 2.38039 0.14804 -3.02 -4.84 0.67 -0.02
C 1.41857 -0.17016 0.82760 -3.11 -0.42 -0.42 0.13
C 0.87371 -1.71325 1.10427 -2.14 3.78 -0.87 0.05
C 1.99404 -2.82079 1.55775 0.65 -5.72 1.41 -0.25
O 1.79605 -4.12705 1.75084 0.46 8.59 -1.62 0.03
O 3.39468 -2.33402 1.78837 -3.64 -0.55 -2.31 -0.12
C 4.27003 -3.01765 0.82163 1.78 -1.57 -0.75 -0.14
C 3.66176 -3.04313 -0.70681 -0.35 0.53 -0.47 -0.11
F 4.70366 -3.18791 -1.75366 -2.01 0.28 2.61 -0.11
C -0.73745 -1.96113 0.93088 2.27 2.43 -0.44 0.02
C -1.36555 -3.45454 1.18127 -1.09 0.05 -1.20 -0.16
C -1.93932 -3.72740 2.69157 0.52 -0.31 0.70 -0.19
C -1.41231 -2.68431 3.84012 -0.17 -0.65 1.24 -0.20
C 0.12172 -3.06983 4.38419 -1.41 -1.40 0.51 -0.20
C 0.02447 -3.34492 6.03131 0.09 0.91 -0.05 -0.22
C 1.51074 -3.59122 6.68246 0.21 0.29 -0.78 -0.22
C 2.23773 -4.83519 5.88811 0.23 0.14 0.70 -0.18
C 3.38519 -5.61810 6.77887 -0.45 0.03 0.21 -0.22
O 4.01257 -6.63189 5.91243 0.64 2.17 0.16 -0.26
C 5.11875 -6.07519 5.11572 1.32 -0.54 0.00 -0.13
C -1.68665 -0.66151 0.47514 2.60 -1.10 0.61 0.04
C -3.29637 -0.93882 0.33778 -0.71 0.84 0.32 -0.13
C -3.85753 -1.04921 -1.19789 -0.46 -0.30 -0.19 -0.18
C -2.83450 -1.75351 -2.26700 -1.38 -0.03 -1.58 -0.37
C -2.91353 -3.42004 -2.26960 0.78 0.02 -0.44 -0.11
C -3.38456 -1.30834 -3.78262 0.85 -0.22 0.31 -0.12
H 0.44054 0.39179 -2.35350 -0.96 1.27 -1.64 0.06
H -0.65490 0.45157 -3.94577 1.14 1.30 1.62 0.08
H 0.95220 1.45125 -3.83928 -1.93 -0.92 1.30 0.09
H -0.03182 3.16223 -2.05238 -1.31 -1.51 -1.06 0.10
H -1.08838 3.02478 -3.63646 0.88 -1.12 2.20 0.12
H -2.57091 1.12121 -2.38693 0.81 1.71 1.43 0.08
H -2.94798 2.93765 -2.05606 1.80 -1.80 0.76 0.14
H -1.47655 2.95996 0.14262 -0.70 -2.58 -0.64 0.15
H -3.02539 1.90112 0.31999 2.48 -0.35 -1.19 0.14
H 2.57496 0.05766 0.97781 -2.88 -0.36 -0.43 0.14
H 5.31711 -2.46870 0.81580 -2.40 -0.92 0.07 0.16
H 4.44468 -4.10750 1.22720 -0.36 2.12 -0.99 0.14
H 3.13246 -2.01148 -0.89300 1.14 -1.86 0.21 0.12
H 2.86530 -3.88729 -0.89389 1.84 1.51 0.48 0.14
H -2.30489 -3.54406 0.44984 2.18 0.29 1.47 0.09
H -0.63837 -4.33539 0.83404 -1.20 2.46 0.89 0.14
H -1.55925 -4.81416 3.00666 -0.88 2.41 -0.67 0.13
H -3.10899 -3.77827 2.68699 2.22 0.28 -0.11 0.11
H -1.52832 -1.54769 3.57310 0.26 -2.20 0.24 0.11
H -2.11043 -2.86088 4.79243 1.36 0.44 -2.16 0.12
H 0.92216 -2.26341 4.10413 -1.42 -1.62 0.63 0.11
H 0.34291 -4.14209 3.91955 0.02 2.57 0.73 0.10
H -0.48008 -2.37791 6.49563 1.09 -1.97 -0.77 0.11
H -0.71210 -4.25358 6.26952 1.70 1.87 -0.73 0.13
H 2.16446 -2.61919 6.47498 -1.42 -1.96 0.60 0.12
H 1.46662 -3.75321 7.84804 -0.03 0.20 -2.37 0.12
H 2.80464 -4.39257 4.94610 -1.39 -1.10 1.76 0.12
H 1.38680 -5.60704 5.57232 2.08 1.52 0.54 0.13
H 2.93147 -6.19118 7.71396 0.75 1.14 -2.15 0.14
H 4.20936 -4.89267 7.22734 -1.71 -1.26 -1.08 0.13
H 6.09116 -6.70008 5.40242 -2.00 1.38 -0.62 0.11
H 5.34556 -4.94679 5.35573 -0.63 -2.14 -0.48 0.10
H 4.96115 -6.22663 3.96177 -0.01 0.37 2.25 0.09
H -3.88355 -0.03427 0.85028 1.46 -1.94 -0.98 0.13
H -3.67157 -1.90801 0.91369 1.58 2.10 -1.02 0.13
H -4.25556 0.02092 -1.54711 1.21 -2.36 0.64 0.11
H -4.83491 -1.73278 -1.17182 2.12 1.49 0.08 0.14
H -1.72637 -1.38062 -2.22009 -2.11 -0.66 0.33 0.11
H -1.85590 -3.87834 -1.95953 -2.48 0.88 -0.48 0.09
H -3.12190 -3.79703 -3.37987 0.49 0.86 2.46 0.09
H -3.78395 -3.83955 -1.60524 1.78 0.87 -1.11 0.09
H -4.24389 -2.05402 -4.12617 1.81 1.86 0.69 0.10
H -2.43672 -1.42604 -4.48853 -2.26 0.23 1.20 0.09
H -3.73845 -0.17975 -3.79614 0.64 -2.40 -0.10 0.08
C -0.24630 5.34754 -7.98428 0.02 0.03 0.18 -0.09
C 0.57452 4.41463 -7.35125 -0.06 0.09 0.07 -0.10
C 0.84355 4.53275 -5.98799 -0.18 0.13 -0.08 -0.11
C 0.28314 5.57927 -5.25502 -0.05 -0.07 -0.16 -0.11
C -0.54073 6.51001 -5.88735 0.04 -0.12 -0.07 -0.09
C -0.80224 6.39719 -7.25257 0.10 -0.15 0.08 -0.09
H -0.45298 5.25711 -9.04745 0.04 0.02 0.16 0.10
H 1.00561 3.59526 -7.92106 -0.05 0.14 0.08 0.10
H 1.48857 3.80953 -5.49644 -0.05 0.09 -0.06 0.09
H 0.48873 5.66868 -4.19161 0.00 0.04 -0.12 0.09
H -0.97869 7.32457 -5.31565 0.09 -0.11 -0.09 0.10
H -1.43967 7.12563 -7.74597 0.09 -0.10 0.07 0.10
C 0.29781 6.34296 -0.47450 -0.08 0.22 -0.04 -0.10
C -0.69050 6.57679 -1.43018 0.07 0.12 0.12 -0.11
C -1.10512 7.88043 -1.70119 0.13 0.00 0.10 -0.09
C -0.52374 8.95202 -1.02282 0.04 -0.20 0.01 -0.08
C 0.46727 8.71838 -0.06983 -0.07 -0.13 -0.07 -0.09
C 0.87529 7.41402 0.20783 -0.12 0.01 -0.12 -0.09
H 0.61826 5.32658 -0.26112 0.00 0.10 -0.02 0.08
H -1.13860 5.74223 -1.96366 0.03 0.10 0.03 0.08
H -1.87998 8.06180 -2.44107 0.11 -0.02 0.10 0.10
H -0.84325 9.96838 -1.23740 0.05 -0.16 0.03 0.11
H 0.92139 9.55372 0.45756 -0.08 -0.15 -0.09 0.11
H 1.64344 7.23199 0.95428 -0.10 0.03 -0.11 0.10
```
Positions in Å, forces in eV/Å.

Record 2
Density functional theory data (wB97M-V/def2-TZVPD) for a 12-piece molecular cluster, C7H35O12 overall.

## Properties
Lowest unoccupied orbital energy ... 2.355 eV
Molecular weight ... 311.3 u
F_max ... 0.0540 hartree/bohr
Charge ... -1
Energy above the lowest of the compared OMol25 structures with the same formula, charge and spin ... 64.39 kJ/mol
HOMO-LUMO gap ... 0.3393 Ha
Electronic energy ... -32398.8373 eV

```
54
Properties=species:S:1:pos:R:3:forces:R:3:nbo_charge:R:1
C -0.11200 -2.60309 -2.83793 -0.11 1.06 1.76 -0.06
O 0.24822 -3.32875 -1.62887 -0.46 -0.42 -1.27 -0.80
C -1.53052 -1.93633 -2.80039 0.79 -0.63 -0.44 -0.44
C -1.47577 -0.43486 -2.58129 0.79 0.86 0.92 -0.41
C -1.26605 -0.06484 -1.11113 -1.26 0.34 0.89 -0.41
C -1.14447 1.44046 -0.87713 -0.08 0.55 0.32 -0.45
C -2.47242 2.17145 -0.88918 0.72 -1.16 -0.78 -0.15
C -2.74282 3.17971 -0.10119 -0.06 1.89 1.43 -0.42
H 0.09172 -3.18355 -3.74035 -0.02 -0.02 0.15 0.16
H 0.54628 -1.74696 -2.71015 0.50 0.06 -1.01 0.16
H -2.09041 -2.16674 -3.70391 0.03 -0.10 -0.20 0.20
H -2.06114 -2.40470 -1.97777 -0.32 0.06 0.14 0.24
H -2.32415 0.09473 -3.00823 -0.56 -0.19 0.27 0.20
H -0.65698 0.13754 -3.01801 0.50 -0.73 -0.94 0.19
H -2.10145 -0.46435 -0.52731 -0.16 0.10 0.09 0.20
H -0.42009 -0.49647 -0.59371 0.58 -0.58 -0.53 0.23
H -0.75189 1.67590 0.11418 0.41 -0.40 -0.05 0.22
H -0.40329 1.84018 -1.58230 -0.26 0.23 -0.01 0.23
H -3.17722 1.69537 -1.55879 -0.59 0.33 0.06 0.18
H -3.65239 3.73492 0.08919 -0.68 -0.51 -0.86 0.19
H -2.01888 3.69130 0.54783 0.47 -0.84 -0.31 0.19
H 5.25211 1.44088 -0.95660 -0.08 0.31 0.10 0.48
H 5.07386 0.90248 0.43775 0.70 1.02 -0.38 0.48
O 5.53101 1.63879 -0.05223 -0.52 -1.37 0.71 -0.96
H -3.08581 -1.74145 2.53757 -0.94 0.19 -0.02 0.50
H -4.41589 -1.01135 2.21977 -0.47 1.08 -0.82 0.45
O -4.09160 -1.72163 2.73405 0.99 -1.25 0.82 -1.02
H 2.66302 -1.43717 1.53737 0.59 1.00 0.38 0.50
H 2.26971 -0.18210 2.28182 0.66 0.21 -0.06 0.49
O 3.08106 -0.63563 1.96761 -0.94 -0.78 -0.35 -1.02
H 1.50340 1.28077 4.00099 0.66 -0.09 2.09 0.47
H 0.29884 1.01311 3.10103 0.28 0.29 0.14 0.52
O 1.25287 1.34532 3.11355 -1.03 -0.13 -2.12 -1.02
H 3.19590 2.31107 1.15754 -1.08 1.01 0.37 0.49
H 1.88616 2.69004 1.98031 0.94 -0.10 -0.65 0.51
O 2.53941 3.04149 1.31767 0.30 -0.88 0.49 -1.01
H -1.42875 -0.32249 2.84467 0.13 0.46 -0.15 0.51
H -1.89931 1.13740 3.16327 0.01 0.15 0.09 0.47
O -1.20292 0.52421 3.41255 -0.23 0.04 -0.06 -1.02
H 2.52925 2.99366 -1.50768 -1.91 1.03 0.72 0.48
H 1.82713 3.63025 -0.32086 0.19 -0.02 1.35 0.50
O 1.69549 3.51210 -1.24979 1.46 -0.86 -2.20 -1.00
H 1.48953 -2.67830 -0.24337 -0.77 0.01 0.54 0.51
H 0.56240 -2.52447 1.01412 -1.26 -0.20 0.05 0.49
O 1.41983 -2.34295 0.67204 1.82 0.09 -0.62 -0.99
H -1.09377 -1.91974 2.82737 -0.18 -0.25 -0.42 0.44
H -1.59314 -2.64643 0.87582 -0.30 0.03 0.13 0.53
O -1.59213 -1.53177 2.08671 0.75 -0.77 0.32 -1.18
H -0.55713 -3.53825 -1.11272 0.11 0.24 0.15 0.51
H -1.75509 -4.18737 0.68893 -0.24 -0.92 0.73 0.47
O -1.67860 -3.38964 0.19822 0.17 0.88 -0.56 -1.02
H 3.38347 1.47880 -2.80916 0.02 -0.21 0.95 0.48
H 2.97441 0.64345 -1.58773 -0.87 -1.03 0.45 0.49
O 3.48096 1.39603 -1.83415 0.82 0.96 -1.82 -0.95
```
Positions in Å, forces in eV/Å.

Record 3
Density functional theory data (wB97M-V/def2-TZVPD) for C39H29BBr2F4IMnN3OP as an isolated structure.

## Properties
<S²> ... 8.85
Lowest unoccupied orbital energy (alpha / beta) ... 1.495 / 1.441 eV
Molecular weight ... 1015.1 u
F_max ... 0.0397 hartree/bohr
Charge ... -1
Energy above the lowest of the compared OMol25 structures with the same formula, charge and spin ... 1.76 kJ/mol
HOMO-LUMO gap (alpha / beta) ... 0.1624 / 0.2524 Ha
Spin multiplicity ... 6
Electronic energy ... -247780.8448 eV

```
82
Properties=species:S:1:pos:R:3:forces:R:3:lowdin_charge:R:1
Mn 0.45083 1.51146 0.09242 -1.15 0.45 -0.96 0.92
Br -2.18429 6.61323 4.65015 -0.04 0.05 0.03 0.69
C -1.22636 5.29937 3.66162 -0.16 0.30 0.02 -0.69
C -0.33805 4.47177 4.33575 0.04 -0.11 -0.30 -0.12
C 0.35216 3.52237 3.61529 0.02 -0.11 -0.19 0.00
C 0.15889 3.35286 2.23186 -1.12 1.28 0.18 -0.32
O 0.79578 2.40881 1.62123 1.02 -0.51 0.37 -0.18
C -0.74920 4.23696 1.55054 0.68 -0.45 1.10 -0.14
C -1.01648 4.13019 0.16084 0.11 -0.46 -0.80 -0.05
N -0.49484 3.22334 -0.63076 -0.30 0.16 1.26 0.03
C -0.78263 3.15602 -1.96807 0.01 -0.29 -1.30 -0.21
C -1.40203 4.16214 -2.73235 -0.05 0.07 0.20 -0.04
C -1.62333 3.98643 -4.08382 -0.03 0.05 0.04 -0.11
C -1.20538 2.83731 -4.73107 0.02 0.00 -0.01 -0.07
C -0.53148 1.83069 -4.02624 0.08 -0.14 -0.28 -0.17
C 0.02213 0.69470 -4.65491 -0.07 0.26 0.11 -0.07
C 0.62061 -0.27743 -3.86933 0.14 -0.07 0.44 -0.10
C 0.68317 -0.11120 -2.49915 0.28 -0.49 -0.14 -0.16
N 0.24002 0.99885 -1.86541 -0.09 0.16 -0.08 -0.01
C -0.35387 1.96686 -2.62037 -0.30 0.63 0.49 -0.13
C -1.42505 5.20725 2.30584 0.14 -0.20 0.00 -0.08
H -0.19674 4.56203 5.40276 -0.01 0.03 0.03 0.10
H 1.04145 2.85187 4.10781 0.04 -0.07 0.01 0.11
H -1.74953 4.82748 -0.23919 0.09 -0.01 -0.06 0.13
H -1.70526 5.08601 -2.26572 -0.04 0.07 0.04 0.09
H -2.11849 4.76497 -4.64874 -0.02 0.05 0.01 0.10
H -1.37055 2.70007 -5.78943 0.00 0.04 -0.12 0.10
H -0.03880 0.60612 -5.73028 0.00 -0.05 -0.07 0.10
H 1.02902 -1.17431 -4.31272 0.01 -0.08 0.06 0.10
H 1.12902 -0.87031 -1.87207 -0.01 0.04 0.01 0.09
H -2.11946 5.86874 1.80969 -0.09 0.05 -0.02 0.11
F -1.49858 0.93914 0.79272 0.29 -0.19 -0.22 -0.07
B -2.79446 1.37212 1.36385 0.20 0.20 -0.20 -1.38
F -3.54284 0.25319 1.58918 -0.31 -0.87 0.08 0.11
F -2.52502 2.03106 2.53405 0.25 0.30 0.73 0.17
F -3.36365 2.19484 0.43539 -0.38 0.58 -0.63 0.16
N 7.31486 -5.32305 -1.03630 0.04 -0.07 -0.01 0.15
C 6.62178 -4.41507 -0.90417 0.68 -0.87 -0.15 -0.21
C 5.78432 -3.29926 -0.73785 -0.73 1.04 0.17 -0.24
C 5.12675 -2.73696 -1.83837 0.27 -0.29 0.12 -0.02
C 4.29990 -1.65386 -1.66479 -0.15 0.27 0.20 -0.01
C 4.09996 -1.10217 -0.38811 0.58 -0.70 -0.16 -0.25
C 4.79332 -1.65147 0.70190 -0.21 0.23 -0.14 -0.02
C 5.61612 -2.73853 0.53436 0.18 -0.27 -0.29 -0.02
C 3.14003 -0.09191 -0.19373 -1.32 1.29 0.34 -0.12
C 2.18485 0.65254 -0.00103 1.65 -1.20 -0.15 -0.08
H 5.26806 -3.16642 -2.82151 0.01 -0.01 0.02 0.12
H 3.78320 -1.22152 -2.51022 -0.06 0.03 -0.01 0.11
H 4.65321 -1.21853 1.67994 -0.03 0.01 0.08 0.11
H 6.13274 -3.17747 1.37623 0.02 0.01 0.04 0.12
C 2.15082 -0.63794 3.16422 -0.18 0.12 -0.26 -0.27
P 0.60148 -0.97010 2.21133 0.27 -0.51 0.22 0.97
C 1.07680 -2.54763 1.35936 -0.12 0.35 0.16 -0.26
C -0.36069 -1.66051 3.62266 -0.01 0.17 -0.21 -0.37
C 0.03683 -2.78295 4.34288 -0.02 -0.01 -0.01 -0.11
C -0.70601 -3.22115 5.42327 0.05 -0.15 0.10 -0.10
C -1.85012 -2.53765 5.80455 -0.11 0.04 0.05 -0.10
C -2.24598 -1.41101 5.10337 -0.08 -0.05 0.13 -0.08
C -1.50480 -0.97725 4.01686 0.05 0.00 -0.07 -0.08
H 2.61393 -1.56351 3.50218 0.07 -0.06 0.09 0.03
H 1.89375 -0.02273 4.02405 0.02 0.05 0.06 0.04
H 2.82697 -0.08179 2.52199 0.15 0.06 0.03 0.00
H 1.64918 -3.21271 2.00307 0.07 -0.07 0.02 0.03
H 1.66808 -2.30247 0.48091 0.05 -0.03 -0.10 0.01
H 0.16286 -3.04805 1.04794 -0.06 -0.07 -0.11 0.03
H 0.93214 -3.32267 4.06799 0.07 -0.05 -0.05 0.09
H -0.39227 -4.10073 5.97178 0.01 -0.02 0.02 0.10
H -2.43252 -2.88747 6.64584 -0.03 -0.01 0.06 0.09
H -3.13394 -0.86878 5.39655 -0.06 0.03 0.00 0.11
H -1.81670 -0.10410 3.46673 -0.09 0.15 -0.07 0.08
Br -4.88787 -4.21027 -2.00559 -0.01 -0.04 -0.11 0.69
C -3.96924 -3.19324 -3.31557 0.00 0.02 0.18 -0.74
C -4.19948 -3.49002 -4.65013 -0.06 -0.07 0.01 -0.15
C -3.54693 -2.77939 -5.64135 -0.02 -0.01 0.03 -0.09
C -2.68259 -1.75522 -5.29307 -0.03 -0.01 0.00 -0.08
C -2.47468 -1.44760 -3.96304 0.02 0.08 0.20 -0.15
C -3.09829 -2.17156 -2.95723 -0.01 -0.09 0.53 -0.70
I -2.69700 -1.65918 -0.94850 -0.10 0.05 -0.53 1.05
H -4.89398 -4.27700 -4.90138 -0.02 -0.07 -0.02 0.09
H -3.72617 -3.02652 -6.67644 -0.01 -0.01 -0.11 0.10
H -2.16351 -1.18270 -6.04440 0.04 0.09 -0.16 0.10
H -1.81587 -0.63744 -3.69856 -0.02 0.00 0.04 0.06
```
Positions in Å, forces in eV/Å.